Entry 1:
{
  "formula": "C23H55N3NdO2P4",
  "method": "ωB97M-V with the def2-TZVPD basis set",
  "e_above_lowest_ev": 0.8632,
  "s_squared": 3.755,
  "orbital_gap_ev": [6.16, 6.76],
  "energy_ev": -85717.618,
  "e_homo_ev": [-15.840, -15.841],
  "total_charge": 3,
  "multiplicity": 4,
  "symbols": ["Nd", "P", "P", "P", "H", "C", "C", "H", "C", "C", "C", "C", "C", "C", "C", "C", "C", "H", "H", "H", "H", "H", "H", "H", "H", "H", "H", "H", "H", "H", "H", "H", "H", "H", "H", "H", "H", "H", "H", "H", "H", "H", "H", "H", "H", "H", "C", "C", "C", "C", "C", "C", "O", "H", "H", "H", "H", "H", "H", "C", "N", "C", "P", "O", "N", "C", "C", "N", "C", "C", "H", "H", "H", "H", "H", "H", "H", "H", "H", "H", "H", "H", "H", "H", "H", "H", "H", "H"],
  "positions_angstrom": [[0.52891, -0.22445, 0.11177], [1.94043, -0.22728, -2.35421], [-1.50765, -1.68941, -1.67751], [2.21553, 0.99215, 2.10883], [-0.87699, -3.76847, 1.21611], [-0.75794, -3.13977, 2.12687], [-1.68319, -2.27840, 2.57115], [-2.74258, -2.36602, 2.32668], [2.82358, -1.81892, -2.64562], [1.16512, 0.34680, -3.94836], [3.13080, 1.22277, -2.26459], [-2.95726, -2.52508, -0.94210], [-2.37974, -0.61138, -2.87878], [-1.06530, -3.03079, -2.85121], [1.44087, 1.03289, 3.79356], [2.39864, 2.82853, 2.09572], [3.91936, 0.31666, 2.27299], [0.22356, -3.24623, 2.63533], [-1.40188, -1.43608, 3.21787], [3.46268, -1.83176, -3.53909], [2.10782, -2.63498, -2.78877], [3.46211, -2.04039, -1.78939], [1.88965, 0.44981, -4.78499], [0.73012, 1.34815, -3.74291], [0.37162, -0.32186, -4.31459], [3.87680, 1.20465, -3.07654], [3.70200, 1.27481, -1.31898], [2.53644, 2.14832, -2.37083], [-3.23810, -3.37800, -1.57681], [-3.80749, -1.83721, -0.86551], [-2.70847, -2.89136, 0.05963], [-2.98183, -1.25204, -3.54676], [-1.65778, -0.03493, -3.47304], [-3.04576, 0.08726, -2.35112], [-2.01028, -3.39810, -3.29455], [-0.56886, -3.84568, -2.29908], [-0.38191, -2.66538, -3.63209], [2.22433, 1.00817, 4.57168], [0.74765, 0.19278, 3.95262], [0.86701, 1.97606, 3.88306], [3.16408, 3.11013, 2.84151], [1.42966, 3.27555, 2.39805], [2.68474, 3.19508, 1.09907], [4.45079, 0.77441, 3.12473], [4.50675, 0.51649, 1.36100], [3.87576, -0.77871, 2.38677], [3.41270, -3.28443, 1.09347], [4.06509, -3.99738, 0.08234], [5.31289, -4.58388, 0.35095], [5.77338, -4.66287, 1.66821], [5.01078, -4.05378, 2.67101], [3.75856, -3.46365, 2.41315], [2.44446, -2.28390, 0.79979], [2.28378, -2.16981, -0.19161], [3.59141, -4.11581, -0.90016], [5.90595, -5.04489, -0.43943], [6.66718, -5.26208, 1.91311], [5.42394, -4.00885, 3.67347], [3.10981, -3.04867, 3.19507], [-1.31031, 2.95105, -2.34217], [-2.25055, 3.13800, -1.23428], [-3.08739, 4.33371, -1.30421], [-2.44167, 2.06656, -0.01146], [-1.19622, 1.18245, -0.07158], [-2.48717, 2.97272, 1.36783], [-3.21164, 2.63594, 2.59728], [-1.52525, 4.08253, 1.51416], [-3.83859, 1.18802, -0.21698], [-4.96904, 1.88985, -0.84455], [-4.30338, 0.18731, 0.78438], [-1.47856, 3.76240, -3.06697], [-1.47479, 1.99655, -2.87208], [-0.26500, 2.97620, -2.00153], [-3.85757, 4.22783, -2.08203], [-3.57948, 4.47808, -0.33715], [-2.45589, 5.20423, -1.52282], [-2.77334, 1.75914, 3.10025], [-3.12857, 3.47732, 3.29816], [-4.27600, 2.43738, 2.38446], [-0.53438, 3.71773, 1.82316], [-1.40112, 4.62060, 0.56557], [-1.90651, 4.77068, 2.28645], [-5.78991, 1.18538, -1.01270], [-5.29780, 2.73104, -0.21169], [-4.66240, 2.26307, -1.82164], [-3.49632, -0.46458, 1.15370], [-4.84168, 0.67024, 1.62377], [-5.02319, -0.49022, 0.29767]]
}

Entry 2:
{
  "formula": "C23H55N3OP4SSc",
  "method": "ωB97M-V with the def2-TZVPD basis set",
  "e_above_lowest_ev": 0.1156,
  "orbital_gap_ev": 5.97,
  "energy_ev": -99930.058,
  "e_homo_ev": -17.005,
  "total_charge": 3,
  "symbols": ["Sc", "P", "P", "P", "H", "C", "C", "H", "C", "C", "C", "C", "C", "C", "C", "C", "C", "H", "H", "H", "H", "H", "H", "H", "H", "H", "H", "H", "H", "H", "H", "H", "H", "H", "H", "H", "H", "H", "H", "H", "H", "H", "H", "H", "H", "H", "C", "C", "C", "C", "C", "C", "S", "H", "H", "H", "H", "H", "H", "C", "N", "C", "P", "O", "N", "C", "C", "N", "C", "C", "H", "H", "H", "H", "H", "H", "H", "H", "H", "H", "H", "H", "H", "H", "H", "H", "H", "H"],
  "positions_angstrom": [[0.07290, 0.45422, -0.60321], [2.52732, 1.32129, 0.35184], [-1.93417, 2.22166, -0.44137], [0.97464, 1.95905, -2.66537], [-0.48628, -4.51123, 1.23267], [-0.29901, -4.47963, 0.15044], [0.93657, -4.46576, -0.36963], [1.83767, -4.44116, 0.25711], [3.11095, 0.51471, 1.89145], [2.59001, 3.07699, 0.90109], [4.06709, 1.21514, -0.64838], [-3.49598, 1.58475, -1.18027], [-2.51785, 2.62115, 1.24928], [-1.90218, 3.91333, -1.15699], [2.21754, 1.03475, -3.63629], [1.74166, 3.62014, -2.55939], [-0.30911, 2.22907, -3.94236], [-1.17532, -4.53050, -0.51028], [1.07414, -4.51520, -1.45516], [2.28302, 0.03077, 2.42537], [3.57995, 1.25366, 2.55777], [3.85286, -0.25664, 1.64259], [2.11635, 3.17554, 1.88599], [2.05565, 3.72939, 0.19948], [3.63539, 3.41021, 0.96820], [4.07461, 0.26022, -1.18823], [4.94137, 1.24903, 0.01665], [4.14231, 2.02999, -1.37769], [-4.33882, 2.19750, -0.83098], [-3.65736, 0.54078, -0.87984], [-3.43834, 1.62630, -2.27603], [-3.60608, 2.76800, 1.24371], [-2.03915, 3.54845, 1.59452], [-2.25778, 1.81571, 1.94990], [-2.85826, 4.41527, -0.95622], [-1.73775, 3.88082, -2.24016], [-1.09229, 4.48853, -0.69147], [2.37346, 1.56406, -4.58620], [1.84686, 0.02160, -3.84072], [3.16979, 0.95747, -3.09846], [1.87823, 4.01929, -3.57337], [2.71532, 3.57297, -2.05919], [1.08868, 4.29577, -1.99191], [0.04864, 1.81347, -4.89323], [-0.51034, 3.30287, -4.06887], [-1.23885, 1.70811, -3.67271], [-0.59027, -1.94558, -3.43417], [-1.48982, -1.84732, -4.51041], [-1.24760, -2.54830, -5.69497], [-0.07849, -3.30716, -5.84541], [0.88129, -3.30179, -4.82343], [0.62340, -2.62030, -3.62588], [-1.03264, -1.28139, -1.84442], [0.57065, -1.08957, -1.37675], [-2.38730, -1.24756, -4.38854], [-1.96097, -2.50398, -6.51199], [0.09496, -3.89690, -6.74677], [1.83119, -3.82436, -4.95527], [1.33972, -2.62837, -2.80366], [0.98438, -1.35041, 4.72980], [0.76670, -1.31661, 3.27110], [1.41940, -2.45036, 2.57541], [-0.63090, -0.73396, 2.61697], [-0.34151, -0.35044, 1.16378], [-1.80529, -1.86530, 2.58209], [-2.89291, -1.74928, 1.59433], [-2.06027, -2.77458, 3.70835], [-1.10163, 0.63018, 3.42828], [-2.06300, 0.57309, 4.54268], [-0.16303, 1.77518, 3.52542], [2.05145, -1.53669, 4.90718], [0.41337, -2.15660, 5.21723], [0.72930, -0.38999, 5.19095], [0.86697, -3.39481, 2.71877], [1.50632, -2.24907, 1.49986], [2.42827, -2.56550, 2.99749], [-2.51705, -1.93201, 0.57643], [-3.64627, -2.50751, 1.84122], [-3.37534, -0.75744, 1.63830], [-2.79836, -3.51676, 3.38514], [-1.14711, -3.31128, 3.99803], [-2.46254, -2.25400, 4.59155], [-1.63000, 0.10933, 5.44088], [-2.35348, 1.59974, 4.79288], [-2.96489, 0.02778, 4.24738], [0.64810, 1.58722, 4.24888], [0.26953, 2.01408, 2.54185], [-0.74235, 2.64671, 3.86537]]
}